# 1
{
  "formula": "C24H30N6",
  "method": "ωB97M-V/def2-TZVPD",
  "smiles": "c1cc[nH]c1.c1cc[nH]c1.c1cc[nH]c1.c1cc[nH]c1.c1cc[nH]c1.c1cc[nH]c1",
  "e_above_lowest_kj_mol": 1230.4,
  "charge": 0,
  "lumo_ev": 0.374,
  "homo_lumo_gap_ev": 8.14,
  "symbols": ["N", "C", "C", "C", "C", "H", "H", "H", "H", "H", "N", "C", "C", "C", "C", "H", "H", "H", "H", "H", "N", "C", "C", "C", "C", "H", "H", "H", "H", "H", "N", "C", "C", "C", "C", "H", "H", "H", "H", "H", "N", "C", "C", "C", "C", "H", "H", "H", "H", "H", "N", "C", "C", "C", "C", "H", "H", "H", "H", "H"],
  "positions_angstrom": [[-17.63377, -5.45349, -17.79869], [-18.91402, -6.23477, -18.02190], [-19.22278, -5.78748, -19.46341], [-18.09900, -4.75263, -19.89917], [-17.25147, -4.60929, -18.69360], [-16.97211, -5.77523, -16.99859], [-19.24040, -7.10194, -17.45005], [-19.87278, -6.03388, -20.12911], [-18.03439, -4.40677, -20.96923], [-16.33635, -4.17276, -18.31336], [-16.89949, 0.03726, -16.99927], [-16.85274, -0.92779, -18.05000], [-16.72615, -0.25312, -19.30504], [-16.57201, 1.27539, -18.95332], [-16.66384, 1.41000, -17.42343], [-16.87057, -0.30044, -16.02424], [-16.59474, -1.82543, -17.71511], [-16.48268, -0.46624, -20.32641], [-16.46570, 2.08004, -19.60694], [-16.38736, 2.22428, -16.83687], [-16.02863, 0.47207, -25.13137], [-15.08096, 0.63715, -24.11406], [-15.61594, 1.02085, -22.77967], [-17.14941, 0.94945, -23.08289], [-17.30721, 0.79353, -24.59742], [-15.90027, 0.14237, -26.02998], [-14.04175, 0.37057, -24.34577], [-15.09167, 1.25950, -21.84822], [-17.92467, 1.17271, -22.32570], [-18.27900, 0.82468, -25.31988], [-13.67770, -0.39681, -18.23235], [-12.84648, 0.67163, -18.40526], [-11.41897, 0.30421, -18.05525], [-11.54193, -1.17047, -18.00180], [-13.00997, -1.67207, -18.02854], [-14.60447, -0.28217, -18.39974], [-13.16943, 1.65659, -18.59313], [-10.42472, 0.92591, -18.09987], [-10.77058, -1.74028, -17.78266], [-13.49012, -2.75908, -17.94812], [-20.25375, 4.53586, -18.69268], [-19.70194, 3.27018, -19.21896], [-19.15318, 3.60327, -20.49581], [-19.43801, 5.02689, -20.84656], [-20.06172, 5.52616, -19.61430], [-20.64381, 4.45387, -17.82808], [-19.89322, 2.33492, -18.74486], [-18.70706, 2.84686, -21.29656], [-18.96299, 5.50026, -21.59918], [-20.63618, 6.39338, -19.59785], [-15.45848, -0.18715, -14.33364], [-16.46188, -1.17771, -14.16164], [-17.72434, -0.39636, -13.72874], [-17.35996, 1.08404, -13.66458], [-15.82765, 1.14955, -14.05431], [-14.47648, -0.27254, -14.70074], [-16.31628, -2.25292, -14.45488], [-18.76745, -0.70872, -13.63655], [-18.07947, 1.86292, -13.42653], [-15.18634, 1.99419, -14.03635]],
  "nbo_charge": [-0.508, -0.162, -0.212, -0.352, -0.035, 0.412, 0.227, 0.182, 0.240, 0.207, -0.538, -0.075, -0.328, -0.306, -0.073, 0.437, 0.193, 0.243, 0.214, 0.219, -0.528, -0.057, -0.327, -0.303, -0.100, 0.414, 0.206, 0.242, 0.223, 0.231, -0.501, -0.046, -0.346, -0.251, -0.173, 0.427, 0.211, 0.243, 0.184, 0.238, -0.516, -0.111, -0.285, -0.314, -0.044, 0.408, 0.223, 0.223, 0.214, 0.202, -0.523, -0.150, -0.292, -0.305, -0.081, 0.441, 0.240, 0.235, 0.230, 0.226]
}

# 2
{
  "formula": "C24H30NO6PS",
  "method": "ωB97M-V/def2-TZVPD",
  "smiles": "CCCCOP(=O)(OCCCC)[C@]1(NS(=O)(=O)c2ccccc2)C=CC(=O)c2ccccc21",
  "e_above_lowest_kj_mol": 2266.4,
  "charge": 0,
  "lumo_ev": -0.774,
  "homo_lumo_gap_ev": 8.37,
  "symbols": ["C", "C", "C", "C", "H", "H", "O", "P", "O", "O", "C", "C", "C", "C", "H", "H", "H", "H", "H", "H", "H", "H", "H", "H", "H", "H", "H", "H", "H", "H", "C", "N", "S", "O", "O", "C", "C", "C", "C", "C", "C", "H", "H", "H", "H", "H", "H", "C", "C", "C", "O", "C", "C", "C", "C", "C", "C", "H", "H", "H", "H", "H", "H"],
  "positions_angstrom": [[-3.90668, -4.31652, -1.18372], [-3.11284, -3.94987, 0.03343], [-1.66011, -3.39684, -0.18506], [-1.66064, -2.20277, -0.94459], [-2.25902, -1.56174, -0.56544], [-2.13587, -2.35316, -1.89007], [-0.43779, -1.90744, -0.81718], [0.12860, -0.31177, -0.67257], [-0.82871, 0.48803, 0.16825], [1.53538, -0.81301, 0.21684], [1.30638, -1.11069, 1.54999], [1.32077, -0.11213, 2.48012], [1.36814, -0.94695, 3.88846], [1.42446, 0.43557, 5.07782], [0.56833, 1.02546, 4.77029], [2.26497, 0.86881, 5.07962], [1.37508, -0.22545, 6.09780], [2.13543, -1.51379, 4.24551], [0.51918, -1.21626, 4.05354], [2.32719, 0.39221, 2.56439], [0.54990, 0.47231, 2.30837], [0.30447, -1.76700, 1.77236], [2.19092, -1.89716, 1.70788], [-1.32117, -4.20237, -0.52357], [-1.35044, -3.18526, 0.57717], [-3.74394, -3.12134, 0.52007], [-3.25731, -4.99276, 0.69856], [-4.91419, -4.54887, -1.09873], [-4.13930, -3.48830, -1.80652], [-3.35336, -5.11804, -1.72272], [1.07679, 0.69517, -1.97518], [0.23049, 1.71171, -2.40607], [-1.34971, 1.53847, -2.40591], [-1.81445, 2.03983, -3.65013], [-1.65832, 0.01727, -2.33931], [-2.07792, 2.56099, -1.01784], [-3.25355, 1.86665, -0.67232], [-3.87903, 2.56760, 0.80912], [-3.32947, 3.76748, 1.02572], [-2.26839, 4.34720, 0.52848], [-1.47249, 3.45824, -0.45153], [-0.79055, 3.97174, -0.84012], [-1.81375, 5.09375, 0.82810], [-3.82409, 4.11474, 1.85327], [-4.88618, 2.22687, 0.92125], [-3.53041, 0.87250, -0.89319], [0.70651, 2.13454, -3.03425], [1.38629, -0.53597, -2.99074], [2.43797, -0.91322, -3.37071], [3.51355, -0.64226, -2.47814], [4.70222, -1.27772, -2.76555], [3.58305, 0.46268, -1.62788], [4.90988, 0.91752, -1.03980], [4.74952, 1.81751, 0.05639], [3.58912, 2.45350, 0.35299], [2.35538, 2.19354, -0.17542], [2.32160, 0.98827, -1.36692], [1.28259, 2.56412, -0.10496], [3.46159, 3.43035, 0.96912], [5.73276, 2.21823, 0.74047], [5.70937, 0.27408, -1.25778], [2.54894, -1.76116, -3.95171], [0.41280, -0.59708, -3.66983]],
  "nbo_charge": [-0.628, -0.371, -0.352, -0.038, 0.164, 0.163, -0.743, 2.332, -1.136, -0.811, -0.032, -0.454, -0.309, -0.573, 0.202, 0.165, 0.190, 0.203, 0.156, 0.201, 0.220, 0.160, 0.183, 0.193, 0.170, 0.181, 0.194, 0.216, 0.199, 0.195, -0.263, -0.875, 2.240, -0.924, -0.932, -0.219, -0.134, -0.126, -0.276, -0.118, -0.199, 0.209, 0.187, 0.215, 0.225, 0.241, 0.415, -0.107, -0.296, 0.487, -0.579, -0.153, -0.135, -0.199, -0.259, -0.158, 0.055, 0.239, 0.233, 0.228, 0.257, 0.253, 0.228]
}

# 3
{
  "formula": "C24H30P3Pt",
  "method": "ωB97M-V/def2-TZVPD",
  "e_above_lowest_kj_mol": 0.0,
  "charge": 1,
  "lumo_ev": -2.696,
  "homo_lumo_gap_ev": 8.39,
  "symbols": ["Pt", "C", "P", "C", "C", "C", "P", "C", "C", "H", "H", "H", "H", "H", "H", "H", "H", "H", "H", "H", "H", "H", "H", "H", "H", "C", "C", "C", "C", "C", "C", "P", "C", "C", "C", "C", "C", "C", "C", "C", "C", "C", "C", "C", "H", "H", "H", "H", "H", "H", "H", "H", "H", "H", "H", "H", "H", "H"],
  "positions_angstrom": [[-0.06001, -0.08934, -0.02135], [-1.77351, 2.77810, 1.57238], [-1.57799, 1.51216, 0.30295], [-1.58543, 2.45587, -1.25631], [-3.24189, 0.72353, 0.26144], [-3.25108, -0.43829, -0.72420], [-1.85772, -1.53800, -0.28196], [-2.46182, -2.40419, 1.19825], [-1.88949, -2.82602, -1.55254], [-2.66399, 3.35413, 1.32105], [-0.90571, 3.43624, 1.59320], [-1.88328, 2.33065, 2.55926], [-2.53982, 2.96763, -1.39498], [-1.40241, 1.77837, -2.08849], [-0.78543, 3.19623, -1.24342], [-3.97855, 1.49050, 0.01151], [-3.48116, 0.36619, 1.26668], [-3.09743, -0.08130, -1.74568], [-4.19507, -0.98648, -0.70751], [-3.41650, -2.89339, 0.99865], [-2.57700, -1.70603, 2.02596], [-1.73313, -3.15902, 1.49376], [-2.87641, -3.28948, -1.57853], [-1.14361, -3.58797, -1.32542], [-1.65392, -2.39973, -2.52785], [0.63611, -1.26575, -5.22583], [0.85176, -0.05603, -4.58056], [1.27601, -0.02940, -3.25878], [1.48334, -1.21934, -2.56841], [1.25129, -2.43256, -3.21706], [0.83698, -2.45670, -4.54041], [1.92431, -1.25803, -0.79097], [3.22681, -2.49617, -0.66304], [3.32558, -3.30288, 0.46731], [4.36450, -4.21574, 0.57650], [5.29778, -4.32329, -0.44361], [5.20107, -3.51596, -1.56994], [4.16620, -2.60185, -1.68775], [2.65114, 0.34848, -0.43684], [3.96616, 0.78906, -0.40225], [4.19322, 2.13104, -0.13339], [3.12190, 2.98303, 0.12609], [1.81425, 2.50959, 0.14113], [1.56152, 1.16358, -0.11492], [0.32671, -1.28107, -6.26236], [0.70158, 0.87526, -5.11147], [1.48426, 0.91965, -2.78091], [1.39864, -3.36719, -2.68665], [0.66961, -3.40441, -5.03543], [2.59303, -3.21750, 1.26066], [4.44532, -4.83904, 1.45672], [6.10590, -5.03797, -0.36258], [5.93696, -3.59454, -2.35902], [4.09215, -1.97596, -2.56789], [4.78961, 0.11319, -0.60046], [5.20312, 2.51873, -0.13224], [3.31509, 4.02579, 0.34457], [1.01182, 3.19397, 0.39342]],
  "nbo_charge": [0.203, -0.956, 1.130, -0.965, -0.732, -0.730, 1.020, -0.953, -0.954, 0.251, 0.259, 0.261, 0.239, 0.254, 0.258, 0.248, 0.239, 0.243, 0.250, 0.240, 0.247, 0.256, 0.245, 0.253, 0.260, -0.201, -0.205, -0.235, -0.260, -0.254, -0.195, 0.969, -0.398, -0.175, -0.202, -0.176, -0.219, -0.132, -0.410, -0.185, -0.208, -0.202, -0.196, -0.292, 0.227, 0.224, 0.230, 0.221, 0.225, 0.221, 0.228, 0.228, 0.228, 0.219, 0.227, 0.226, 0.222, 0.184]
}